1.
{"formula": "C4H8NS", "method": "ωB97M-V/def2-TZVPD", "e_lumo_ev": -6.0, "charge": 1, "multiplicity": 1, "e_homo_ev": -13.26, "symbols": ["C", "C", "C", "C", "N", "S", "H", "H", "H", "H", "H", "H", "H", "H"], "positions_angstrom": [[3.33, -0.41, 0.19], [-2.25, 0.51, -0.23], [-1.58, -0.61, 0.71], [-1.33, 0.13, -1.30], [2.32, 0.20, 0.43], [-0.45, -1.03, -0.54], [3.19, -1.38, -0.44], [4.31, -0.10, 0.26], [-3.20, 0.43, -0.60], [-2.15, 1.63, -0.10], [-1.14, -0.05, 1.53], [-2.38, -1.32, 1.01], [-1.03, 0.89, -1.98], [2.37, 1.11, 1.07]], "mulliken_charge": [-0.258, -0.624, -0.394, 0.073, -0.359, 0.138, 0.139, 0.304, 0.363, 0.324, 0.311, 0.374, 0.371, 0.238]}


2.
{"formula": "C4H8NS", "method": "ωB97M-V/def2-TZVPD", "e_lumo_ev": [-7.4, -7.4], "charge": 1, "multiplicity": 1, "e_homo_ev": [-12.81, -12.81], "symbols": ["C", "C", "C", "C", "N", "S", "H", "H", "H", "H", "H", "H", "H", "H"], "positions_angstrom": [[-0.47, -0.77, 0.33], [-1.69, -1.20, -0.43], [0.18, 0.41, -1.53], [1.59, 1.07, 1.67], [0.40, -0.09, -0.26], [-1.46, -0.26, -2.07], [-0.32, -1.00, 1.43], [-2.58, -0.92, 0.19], [-1.58, -2.33, -0.65], [0.19, 1.50, -1.41], [0.99, 0.17, -2.37], [2.03, 1.58, 0.79], [0.57, 1.36, 1.96], [2.15, 0.48, 2.34]], "mulliken_charge": [-0.065, -0.469, -0.420, -0.265, -0.272, -0.066, 0.355, 0.340, 0.328, 0.302, 0.311, 0.258, 0.352, 0.312]}


Quick ranking, most stable first: 1, 2.


1.
{"formula": "C7H11N2S", "method": "ωB97M-V/def2-TZVPD", "e_lumo_ev": -3.7, "charge": 1, "multiplicity": 1, "e_homo_ev": -13.06, "symbols": ["C", "C", "C", "C", "C", "C", "C", "N", "N", "S", "H", "H", "H", "H", "H", "H", "H", "H", "H", "H", "H"], "positions_angstrom": [[2.02, -1.12, -0.76], [3.31, -0.87, -0.46], [1.77, 0.82, 0.50], [1.14, -0.21, -0.10], [-0.27, -0.50, 0.13], [-1.18, 1.81, -0.70], [-2.62, 0.19, 0.42], [-1.26, 0.47, 0.00], [-0.52, -1.74, 0.59], [3.55, 0.65, 0.41], [1.61, -2.09, -1.20], [4.14, -1.44, -0.86], [1.64, 1.61, 1.11], [-1.04, 2.57, 0.05], [-0.21, 1.70, -1.36], [-2.04, 2.06, -1.34], [-2.59, 0.40, 1.55], [-3.30, 0.80, -0.14], [-2.92, -0.86, 0.24], [0.20, -2.21, 1.16], [-1.45, -2.04, 0.75]], "mulliken_charge": [-0.731, -0.317, -0.537, -0.040, 1.091, -0.886, -1.104, 0.031, -0.362, -0.018, 0.360, 0.444, 0.493, 0.344, 0.322, 0.397, 0.349, 0.331, 0.382, 0.302, 0.150]}


2.
{"formula": "C7H11N2S", "method": "ωB97M-V/def2-TZVPD", "e_lumo_ev": -4.0, "charge": 1, "multiplicity": 1, "e_homo_ev": -12.87, "symbols": ["C", "C", "C", "C", "C", "C", "C", "N", "N", "S", "H", "H", "H", "H", "H", "H", "H", "H", "H", "H", "H"], "positions_angstrom": [[0.60, -1.26, -2.22], [0.08, -1.43, -3.44], [-1.50, -0.16, -2.03], [-0.24, -0.43, -1.48], [0.36, 0.74, 0.33], [-0.37, -1.12, 1.69], [0.29, 1.06, 2.71], [0.18, 0.26, 1.53], [0.85, 1.95, 0.14], [-1.47, -0.80, -3.65], [1.65, -1.33, -2.06], [0.46, -2.01, -4.28], [-2.34, 0.29, -1.76], [-1.15, -1.41, 0.88], [0.37, -1.78, 1.97], [-1.17, -1.16, 2.52], [1.30, 1.18, 2.86], [-0.02, 2.01, 2.39], [-0.21, 0.76, 3.70], [1.21, 2.24, -0.76], [1.14, 2.40, 0.97]], "mulliken_charge": [-0.817, -0.187, -0.441, 0.304, 0.572, -0.967, -1.254, 0.073, -0.322, 0.010, 0.349, 0.391, 0.546, 0.317, 0.352, 0.354, 0.501, 0.471, 0.303, 0.280, 0.164]}


Quick ranking, most stable first: 1, 2.


1.
{"formula": "C3H12NO3", "method": "ωB97M-V/def2-TZVPD", "e_lumo_ev": -3.2, "charge": 1, "multiplicity": 1, "e_homo_ev": -14.80, "symbols": ["C", "O", "C", "C", "O", "N", "H", "H", "H", "H", "H", "H", "H", "H", "H", "H", "H", "H", "O"], "positions_angstrom": [[0.51, -0.83, -1.37], [1.59, -1.64, -0.75], [0.47, 0.46, -0.53], [-0.81, 1.18, -0.81], [-0.83, 2.32, 0.03], [0.69, 0.16, 0.97], [-0.41, -1.35, -1.44], [0.89, -0.49, -2.43], [2.04, -2.09, -1.55], [1.33, 1.09, -0.69], [-0.86, 1.66, -1.82], [-1.76, 0.65, -0.65], [-0.17, 2.98, -0.38], [0.54, 1.25, 1.43], [-0.05, -0.43, 1.36], [1.66, -0.21, 1.11], [-2.14, -1.04, 2.72], [-1.27, -2.28, 2.61], [-1.41, -1.40, 2.19]], "mulliken_charge": [-0.676, -0.543, 0.068, -0.613, -0.570, -0.309, 0.351, 0.391, 0.347, 0.387, 0.367, 0.353, 0.358, 0.486, 0.247, 0.405, 0.316, 0.315, -0.678]}


2.
{"formula": "C3H12NO3", "method": "ωB97M-V/def2-TZVPD", "e_lumo_ev": -3.4, "charge": 1, "multiplicity": 1, "e_homo_ev": -13.88, "symbols": ["C", "C", "C", "O", "N", "H", "H", "H", "H", "H", "H", "H", "H", "H", "H", "O", "H", "H", "O"], "positions_angstrom": [[-1.12, -0.77, -0.22], [-1.06, -1.50, 1.13], [-0.94, -0.77, 2.48], [-0.26, 0.23, 2.59], [0.13, 0.14, -0.30], [-2.01, -0.16, -0.09], [-0.86, -1.61, -0.88], [-0.18, -2.13, 1.22], [-1.94, -2.14, 1.26], [-1.44, -1.23, 3.32], [0.73, 0.01, 0.53], [-0.14, 1.07, 0.03], [0.68, -0.04, -1.13], [0.16, 4.66, -2.88], [1.22, 5.68, -2.93], [1.07, 4.77, -3.20], [1.65, -2.77, -0.38], [2.54, -1.59, 0.00], [1.77, -1.84, -0.55]], "mulliken_charge": [-0.334, -0.774, 0.045, -0.486, -0.320, 0.376, 0.329, 0.298, 0.426, 0.400, 0.309, 0.351, 0.371, 0.310, 0.329, -0.639, 0.314, 0.340, -0.646]}


3.
{"formula": "C3H12NO3", "method": "ωB97M-V/def2-TZVPD", "e_lumo_ev": -3.3, "charge": 1, "multiplicity": 1, "e_homo_ev": -14.32, "symbols": ["C", "C", "C", "O", "N", "H", "H", "H", "H", "H", "H", "H", "H", "H", "H", "O", "H", "H", "O"], "positions_angstrom": [[0.52, 0.35, 0.16], [0.33, 1.10, 1.51], [-1.09, 1.62, 1.58], [-1.85, 1.43, 0.66], [1.59, -0.66, 0.14], [0.61, 1.13, -0.57], [-0.44, -0.13, 0.01], [1.02, 1.94, 1.51], [0.44, 0.36, 2.30], [-1.48, 2.10, 2.49], [1.20, -1.59, 0.10], [2.26, -0.55, 0.91], [2.13, -0.56, -0.72], [-2.75, -1.21, -1.16], [-2.17, 0.19, -0.72], [-1.95, -0.66, -1.14], [1.08, -1.83, -2.94], [-0.19, -1.38, -2.07], [0.75, -1.65, -2.06]], "mulliken_charge": [-0.445, -0.696, -0.021, -0.546, -0.219, 0.366, 0.239, 0.334, 0.444, 0.407, 0.387, 0.366, 0.363, 0.293, 0.407, -0.683, 0.313, 0.319, -0.627]}


Quick ranking, most stable first: 3, 1, 2.


1.
{"formula": "C6H13OP", "method": "ωB97M-V/def2-TZVPD", "e_lumo_ev": [0.4, 0.4], "charge": 0, "multiplicity": 1, "e_homo_ev": [-7.38, -7.37], "symbols": ["C", "C", "C", "C", "C", "C", "O", "P", "H", "H", "H", "H", "H", "H", "H", "H", "H", "H", "H", "H", "H"], "positions_angstrom": [[0.74, -2.69, 1.98], [0.73, -1.45, 1.50], [0.61, 1.94, -1.77], [-1.99, 0.46, 0.53], [1.86, 1.24, -1.04], [-1.85, -0.69, -0.37], [1.35, 0.38, 0.03], [0.82, -1.13, -0.30], [0.86, -2.85, 3.03], [0.79, -3.60, 1.32], [0.66, -0.40, 2.00], [0.98, 2.08, -2.80], [-0.15, 1.19, -1.70], [0.30, 2.88, -1.41], [-1.95, 1.37, 0.02], [-2.96, 0.33, 1.01], [-1.22, 0.34, 1.32], [2.38, 2.07, -0.49], [2.60, 0.71, -1.67], [-2.36, -0.65, -1.36], [-2.20, -1.52, 0.16]], "mulliken_charge": [-0.700, -0.003, -0.634, -0.525, -0.425, -0.925, -0.147, 0.001, 0.272, 0.227, 0.282, 0.304, 0.023, 0.309, 0.260, 0.335, 0.094, 0.215, 0.365, 0.270, 0.401]}


2.
{"formula": "C6H13OP", "method": "ωB97M-V/def2-TZVPD", "e_lumo_ev": 0.8, "charge": 0, "multiplicity": 1, "e_homo_ev": -7.74, "symbols": ["C", "C", "C", "C", "C", "C", "O", "P", "H", "H", "H", "H", "H", "H", "H", "H", "H", "H", "H", "H", "H"], "positions_angstrom": [[-0.55, 1.21, -0.28], [-2.18, 0.01, -0.31], [-3.26, 0.63, 0.42], [2.20, 0.67, 0.00], [0.31, -0.45, 1.93], [0.99, -1.59, -0.68], [-2.08, -1.03, -0.95], [0.52, 0.00, 0.16], [-0.41, 1.23, -1.41], [-2.96, 1.60, 0.65], [-3.58, 0.00, 1.34], [-4.16, 0.71, -0.26], [2.47, 0.91, -1.03], [2.44, 1.59, 0.44], [2.97, 0.09, 0.47], [1.17, -0.82, 2.44], [-0.06, 0.43, 2.50], [-0.58, -1.04, 2.19], [0.23, -2.37, -0.65], [1.39, -1.43, -1.74], [1.95, -2.10, -0.22]], "mulliken_charge": [-0.907, 0.613, -1.129, -1.463, -1.419, -1.216, -0.508, 1.466, 0.201, 0.390, 0.244, 0.330, 0.381, 0.455, 0.403, 0.365, 0.393, 0.383, 0.342, 0.342, 0.336]}


Quick ranking, most stable first: 1, 2.